1.
The ion C8H11NO2P with charge +1 at a distorted geometry. Source: OMol25; level of theory: ωB97M-V with the def2-TZVPD basis set.

Structure (XYZ):
```
23
C8H11NO2P (ωB97M-V with the def2-TZVPD basis set)
C 0.90595 1.41788 0.78908
C 0.91781 -0.63448 -0.65846
C 2.24832 1.54933 0.50359
C 2.28277 -0.59128 -0.73652
C 0.20493 0.30664 0.22859
C 2.92972 0.52871 -0.16743
C -1.61098 -2.30258 0.36739
C -1.23682 0.24801 0.06096
N -1.91362 -0.91127 0.05889
O -3.61209 1.13356 -0.62054
O 4.24682 0.76258 -0.16220
P -2.19246 1.80090 -0.12964
H 0.26767 1.97957 1.45378
H 0.49355 -1.35429 -1.31974
H 2.66793 2.43458 0.88385
H 2.94052 -1.23149 -1.27709
H -1.59233 -2.79936 -0.66447
H -0.77290 -2.63910 1.00063
H -2.55479 -2.63221 0.86123
H -2.30561 1.79943 1.32642
H -4.08138 1.93109 -0.89099
H -2.93966 -0.84512 -0.31470
H 4.70663 0.04887 -0.59265
```

HOMO-LUMO gap in eV: 7.957
Total charge: +1
E_tot in Ha: -857.75131
ΔE to the lowest compared entry with this formula, charge and spin in eV: 0.000

These are the Löwdin partial charges, in e, on atoms 1 to 2: C -0.0132; C 0.0034

2.
A structure of composition C8H11NO2S at a distorted geometry. Source: OMol25; level of theory: ωB97M-V with the def2-TZVPD basis set.

Structure (XYZ):
```
23
C8H11NO2S (ωB97M-V with the def2-TZVPD basis set)
C -2.43997 1.12192 0.28434
C -2.17937 -1.15800 -0.43911
C -1.06616 1.23090 0.44529
C -0.84117 -1.06119 -0.25136
C -3.06698 -0.07876 -0.12171
C -0.28255 0.10447 0.27708
C 1.86644 0.14759 1.95419
C 2.11210 -1.03777 -0.88860
N 3.44493 -1.53980 -0.68601
O -4.42303 -0.17953 -0.25064
O 0.97533 2.02377 -0.90361
S 1.52603 0.24720 0.32473
H -3.03127 2.03588 0.41710
H -2.63378 -2.17980 -0.74984
H -0.71949 2.18828 0.82371
H -0.08031 -1.73186 -0.72415
H 2.86915 0.21510 2.27653
H 1.05003 0.07985 2.69389
H 1.99259 -0.55902 -1.83231
H 4.23967 -1.01482 -1.16435
H 3.75282 -1.74978 0.26406
H -4.80369 0.62764 -0.17338
H 1.73868 2.26771 -1.57585
```

HOMO-LUMO gap (alpha / beta) in eV: 7.111 / 7.098
E_tot in Ha: -914.60727
ΔE to the lowest compared entry with this formula, charge and spin in eV: 7.198

These are the Löwdin partial charges, in e, on atoms 1 to 2: C -0.0116; C -0.0209

3.
An isolated molecule of C8H11NO4 at a distorted geometry. Source: OMol25; level of theory: ωB97M-V with the def2-TZVPD basis set.

Structure (XYZ):
```
24
C8H11NO4 (ωB97M-V with the def2-TZVPD basis set)
C 0.54888 0.39957 -2.68678
C -0.42107 -0.34759 -2.12508
C -1.55312 -0.97189 -2.92833
C -0.46311 -0.77050 -0.68344
C -0.21628 -0.07282 0.45194
N -0.03612 1.31402 0.37438
C 0.52058 2.19336 1.23354
O 0.66132 3.28728 0.86922
O 0.66371 1.72223 2.50966
C 1.85307 1.57576 3.09801
O 2.91143 1.59345 2.47202
O -0.36707 -0.56466 1.74910
C -0.26592 -2.00799 1.93924
H 0.39140 0.54110 -3.77283
H 1.33915 0.89344 -2.18875
H -1.30466 -1.80374 -3.51532
H -1.84184 -0.26625 -3.66481
H -2.39958 -1.24037 -2.35767
H -1.12461 -1.75088 -0.57916
H 0.07659 1.76349 -0.52015
H 1.77625 1.69329 4.16306
H 0.33030 -2.53713 1.21272
H -1.36213 -2.52226 2.08521
H 0.28284 -2.12090 2.86423
```

HOMO-LUMO gap in eV: 8.907
E_tot in Ha: -667.07208
ΔE to the lowest compared entry with this formula, charge and spin in eV: 2.121

These are the Löwdin partial charges, in e, on atoms 1 to 2: C 0.0392; C -0.3389

4.
An isolated molecule of C8H12 at a distorted geometry. Source: OMol25; level of theory: ωB97M-V with the def2-TZVPD basis set.

Structure (XYZ):
```
20
C8H12 (ωB97M-V with the def2-TZVPD basis set)
C 1.35681 -0.04092 1.69030
C 0.92239 -0.09276 0.22747
C 0.75306 1.28487 -0.29431
C -0.47132 1.89672 -0.53260
C -1.62636 1.11327 -0.09013
C -1.55775 -0.17880 0.10886
C -0.37415 -0.93287 -0.02134
C -0.23106 -1.45731 -1.48971
H 1.74850 -1.03007 1.98508
H 2.12883 0.67019 1.85359
H 0.51910 0.16516 2.56054
H 1.77209 -0.55976 -0.31066
H 1.66028 1.84168 -0.47331
H -0.61398 2.88642 -0.97261
H -2.63756 1.58626 0.10796
H -2.47890 -0.68371 0.57756
H -0.37196 -1.82908 0.58753
H 0.54892 -2.22845 -1.56564
H -1.18241 -1.83492 -1.84815
H 0.13546 -0.57591 -2.10046
```

HOMO-LUMO gap in eV: 9.176
E_tot in Ha: -311.96342
ΔE to the lowest compared entry with this formula, charge and spin in eV: 0.625

These are the Löwdin partial charges, in e, on atoms 1 to 2: C -0.0778; C -0.3591

5.
A cluster of 2 separate species, C8H12 in total at a distorted geometry. Source: OMol25; level of theory: ωB97M-V with the def2-TZVPD basis set.

Structure (XYZ):
```
20
C8H12 (ωB97M-V with the def2-TZVPD basis set)
C -1.34937 1.59124 0.14131
C -0.52802 0.33457 0.02403
C 0.21076 -0.46574 -0.65793
C -0.16959 -0.93774 0.69698
C -1.26299 -2.06969 0.70301
C 0.71841 -0.80324 1.86363
H -2.28325 1.40933 -0.31108
H -1.33245 1.79104 1.27486
H -0.90146 2.31321 -0.44019
H 0.72651 -0.71323 -1.55616
H -1.91402 -1.83178 -0.06472
H -1.98972 -1.99083 1.58213
H -0.77367 -3.02248 0.50480
H 1.06830 -1.85594 2.17923
H 0.12214 -0.63866 2.76553
H 1.48663 -0.14074 1.84883
C 1.54398 2.03993 -2.73718
C 2.55903 1.47514 -2.45811
H 0.68157 2.60095 -3.11175
H 3.38721 0.91469 -2.24724
```

HOMO-LUMO gap in eV: 9.744
E_tot in Ha: -311.81726
ΔE to the lowest compared entry with this formula, charge and spin in eV: 4.603

These are the Löwdin partial charges, in e, on atoms 1 to 2: C -0.0107; C -0.2043

6.
A structure of composition C8H12 at a distorted geometry. Source: OMol25; level of theory: ωB97M-V with the def2-TZVPD basis set.

Structure (XYZ):
```
20
C8H12 (ωB97M-V with the def2-TZVPD basis set)
C 2.61468 0.19304 -0.65852
C 1.58145 -0.43070 0.35962
C 0.42546 -0.83485 -0.25825
C -1.09604 -1.28984 0.14425
C -2.06903 -0.23923 -0.42908
C -1.65279 1.07863 -0.34204
C -0.49005 1.33709 0.29018
C 0.54216 0.36720 0.85033
H 2.92666 -0.37340 -1.87103
H 2.29463 1.55720 -0.94237
H 3.55819 0.29252 0.26421
H 2.15969 -1.05232 1.16922
H 0.30611 -0.29868 -1.23291
H -0.83037 -1.46743 1.38825
H -1.55901 -2.49864 0.06302
H -2.91387 -0.58961 0.28259
H -2.58120 -0.91718 -1.39633
H -2.54843 1.82457 -0.22683
H -0.21159 2.47854 0.82454
H 0.26408 -0.04356 1.93866
```

HOMO-LUMO gap in eV: 8.866
E_tot in Ha: -311.62315
ΔE to the lowest compared entry with this formula, charge and spin in eV: 9.885

These are the Löwdin partial charges, in e, on atoms 1 to 2: C -0.1101; C -0.5063